Density functional theory data (ωB97M-V/def2-TZVPD) for C2H11N6Ti as an isolated structure in a non-equilibrium geometry.

Element x y z (Å)
C  -1.406  -1.903  2.906
H  1.182  1.508  1.097
N  -2.225  -1.152  3.633
H  -1.111  -2.890  3.216
N  -2.222  0.025  2.930
H  -0.185  2.338  0.628
N  -1.658  -0.081  1.732
N  -0.998  -1.334  1.761
H  -3.601  0.887  4.075
N  -3.323  0.855  3.097
H  -1.404  0.119  -0.759
H  0.971  1.866  -0.502
H  -3.106  1.773  2.717
H  1.241  -0.369  0.567
H  -2.088  -2.597  -1.297
C  -1.095  -2.220  -1.104
H  -0.492  -2.979  -0.503
Ti  -0.243  -0.719  0.027
H  -0.548  -1.895  -2.044
N  0.479  1.604  0.359

Properties
Charge: +1
E_HOMO: -12.74 eV
Calculated total energy: -34296.099 eV
Largest force on an atom: 0.079 Eh/bohr
Gap between HOMO and LUMO: 0.2929 hartree
LUMO level: -4.77 eV